Computed, not measured: a molecular structure, C33H33AlIN3O8PS at a distorted geometry, with ωB97M-V/def2-TZVPD.

The geometry in ORCA input format:
```
! RIJCOSX wB97M-V def2-TZVPD def2/J DEFGRID3
* xyz -1 1
N 1.1167 -2.7906 -1.6419
C 2.2135 -2.6120 -2.7131
N 1.5372 -3.0516 -4.0275
N 3.3331 -3.5476 -2.3111
C 2.5992 -1.0189 -2.7004
Al 4.4555 -0.5662 -3.4543
I 6.4319 -1.8591 -2.3660
C 4.7060 1.4610 -3.2708
C 5.4887 1.9497 -1.9159
C 5.0301 1.1955 -0.5348
S 6.4952 0.5851 0.5201
O 6.1342 -0.8660 0.9973
O 7.8371 0.5548 -0.2493
O 6.7385 1.5233 1.9279
P 4.5401 -1.0179 -5.7735
O 5.9690 -1.6249 -6.0704
H 1.2805 -2.1282 -0.8387
H 0.1733 -2.5907 -2.0440
H 2.2939 -3.0017 -4.7466
H 1.3536 -4.0855 -3.8987
H 4.0065 -3.7299 -3.0903
H 3.8177 -3.1914 -1.4467
H 1.8070 -0.4808 -3.4124
H 2.4918 -0.5023 -1.6536
H 3.6568 1.9745 -3.3499
H 5.3422 1.8807 -4.1897
H 6.6524 1.9357 -2.1210
H 5.2139 3.1028 -1.7739
H 4.2568 0.3280 -0.6718
H 4.4886 2.0056 0.1551
H 7.2667 0.9149 2.5543
H 4.4593 0.2272 -6.5443
H 3.5395 -1.9613 -6.2021
C 2.3169 1.1379 1.8269
C 2.4068 1.9952 2.9232
C 1.3873 2.9144 3.1762
C 0.2795 2.9851 2.3229
C 0.2016 2.1449 1.2130
C 1.2172 1.2108 0.9707
C -0.9380 2.2447 0.2784
O -1.0090 1.5045 -0.6949
C -1.9856 3.2547 0.5288
C -3.0416 3.3995 -0.3804
C -4.0436 4.3431 -0.1443
C -3.9993 5.1362 1.0020
C -2.9455 4.9980 1.9066
C -1.9315 4.0619 1.6641
C -0.8025 3.9482 2.6085
O -0.7604 4.6481 3.6138
H 3.1070 0.4152 1.6349
H 3.2700 1.9470 3.5833
H 1.4618 3.5770 4.0370
H 1.1566 0.5422 0.1138
H -3.0853 2.7820 -1.2762
H -4.8599 4.4575 -0.8543
H -4.7835 5.8663 1.1899
H -2.9150 5.6241 2.7968
C -1.2727 -1.4151 0.9923
C -1.1367 -2.7266 1.4467
C -2.2652 -3.4536 1.8292
C -3.5333 -2.8631 1.7686
C -3.6664 -1.5437 1.3376
C -2.5346 -0.8216 0.9373
C -4.9931 -0.8945 1.3166
O -5.1114 0.2633 0.9348
C -6.1730 -1.6573 1.7706
C -7.4279 -1.0356 1.8107
C -8.5513 -1.7538 2.2261
C -8.4270 -3.0936 2.5925
C -7.1772 -3.7138 2.5588
C -6.0464 -2.9909 2.1562
C -4.7232 -3.6456 2.1582
O -4.6123 -4.8217 2.4845
H -0.3943 -0.8516 0.6855
H -0.1518 -3.1849 1.5015
H -2.1520 -4.4788 2.1780
H -2.6324 0.2043 0.5868
H -7.5342 0.0092 1.5233
H -9.5239 -1.2676 2.2615
H -9.3031 -3.6553 2.9092
H -7.0870 -4.7587 2.8510
*
```

Computed properties:
HOMO = -5.203 eV
LUMO level = 0.0093 hartree
electronic energy = -90429.98173 eV

Computed, not measured: a molecular structure, C33H33BCl2N8O2S2Zr at a distorted geometry, with ωB97M-V/def2-TZVPD.

The geometry in ORCA input format:
```
! RIJCOSX wB97M-V def2-TZVPD def2/J DEFGRID3
* xyz 2 1
Zr 0.0786 0.2017 -0.5653
C 2.9058 0.3355 -2.1646
N 2.3764 0.8423 -0.8662
C 2.5614 2.3040 -0.7797
C 1.7569 2.8814 0.3457
C 2.1536 4.0303 0.9970
C 1.3366 4.5558 1.9858
C 0.1554 3.9026 2.2979
C -0.1628 2.7459 1.6176
N 0.6201 2.2382 0.6491
C 3.0554 0.1711 0.2759
C 2.7561 -1.2993 0.2090
C 3.6494 -2.2447 0.6470
C 3.3501 -3.5880 0.4537
C 2.1925 -3.9201 -0.2187
C 1.3371 -2.9100 -0.6181
N 1.5840 -1.6165 -0.3760
C 1.8301 0.1287 -3.1949
C 2.0475 0.4800 -4.5089
C 1.0583 0.2370 -5.4479
C -0.1138 -0.3724 -5.0384
C -0.2631 -0.6915 -3.7051
N 0.6830 -0.4465 -2.7782
H 3.6630 1.0136 -2.5503
H 3.3938 -0.6197 -1.9933
H 3.6170 2.5454 -0.6605
H 2.2232 2.7371 -1.7168
H 3.0881 4.5093 0.7308
H 1.6227 5.4601 2.5108
H -0.5130 4.2762 3.0642
H -1.0608 2.1933 1.8535
H 4.1333 0.3367 0.2520
H 2.6624 0.5888 1.1980
H 4.5830 -1.9396 1.1064
H 4.0343 -4.3571 0.7911
H 1.9319 -4.9497 -0.4280
H 0.4217 -3.1296 -1.1363
H 2.9896 0.9294 -4.7990
H 1.2063 0.5128 -6.4852
H -0.9114 -0.5919 -5.7355
H -1.1683 -1.1685 -3.3632
Cl -5.4278 5.1033 -2.0713
C -4.2771 3.9501 -1.5099
C -4.5069 3.2924 -0.2888
C -3.6260 2.3547 0.1847
Cl -3.8932 1.6025 1.7153
C -2.4763 1.9985 -0.5545
O -1.6948 1.0356 -0.1600
C -2.2249 2.7335 -1.7283
C -0.9786 2.5937 -2.3821
O -0.0370 1.8615 -2.0071
C -3.1426 3.6920 -2.2109
H -5.3923 3.5390 0.2865
H -0.7999 3.2068 -3.2688
H -2.9270 4.2286 -3.1292
C -4.7375 -0.8217 -0.4843
N -3.9318 -1.4573 0.5578
C -4.3902 -1.8081 1.8154
C -3.3815 -2.4630 2.4225
N -2.3137 -2.5249 1.5418
B -1.1770 -3.5937 1.6605
N 0.0561 -3.0910 2.5236
C 0.7697 -3.9956 3.2866
C 1.7779 -3.3379 3.8955
N 1.6798 -2.0202 3.5035
C 2.5425 -0.9498 4.0032
C 0.6261 -1.8848 2.6587
S 0.1225 -0.3371 2.0529
C -2.6745 -1.9093 0.4076
S -1.7365 -1.6891 -1.0384
H -5.6522 -0.4486 -0.0325
H -4.9860 -1.5390 -1.2619
H -4.1904 0.0027 -0.9303
H -5.3805 -1.5564 2.1597
H -3.3326 -2.9035 3.4064
H -1.6286 -4.5555 2.2364
H -0.8062 -3.8631 0.5554
H 0.4780 -5.0328 3.3408
H 2.5358 -3.6783 4.5846
H 2.7289 -1.1067 5.0617
H 2.0463 0.0041 3.8676
H 3.4949 -0.9438 3.4743
*
```

Computed properties:
HOMO = -12.955 eV
LUMO level = -0.2182 hartree
electronic energy = -99440.24520 eV

Computed, not measured: a molecular structure, C33H33BrN2OP2PdS, with ωB97M-V/def2-TZVPD.

The geometry in ORCA input format:
```
! RIJCOSX wB97M-V def2-TZVPD def2/J DEFGRID3
* xyz 2 3
Pd 1.0865 -0.6710 -1.8545
C -2.8663 3.4533 3.6075
S -1.7407 2.5501 4.6128
C -0.9204 1.4776 3.5054
C 0.0290 2.2913 2.5890
C 0.9211 1.3051 1.8288
N 0.1679 0.5158 0.8556
P 0.0052 1.1050 -0.7890
C -1.7779 1.2487 -1.0016
C -2.6361 1.6112 0.0349
C -4.0040 1.6869 -0.1729
C -4.5281 1.4064 -1.4323
C -3.6825 1.0460 -2.4693
C -2.3117 0.9618 -2.2509
C 0.6421 2.7883 -0.8339
C 2.0214 2.9333 -1.0141
C 2.6014 4.1921 -1.0639
C 1.7996 5.3227 -0.9595
C 0.4235 5.1911 -0.8132
C -0.1569 3.9294 -0.7509
P 0.7990 -1.1485 0.6638
C 0.8027 -1.7503 2.3743
C -0.3475 -1.8789 3.1606
C -0.2597 -2.3653 4.4551
C 0.9801 -2.7355 4.9772
C 2.1237 -2.6176 4.2051
C 2.0337 -2.1255 2.9060
C -0.5557 -2.0240 -0.1724
C -1.9237 -1.7915 0.0186
C -2.8649 -2.4468 -0.7517
C -2.4562 -3.3672 -1.7171
C -1.1114 -3.6391 -1.8899
C -0.1593 -2.9718 -1.1224
H -3.4606 4.0991 4.2498
H -3.4965 2.7448 3.0630
H -2.2909 4.0535 2.8952
H -1.6727 0.9439 2.9132
H -0.3822 0.7579 4.1240
H 0.6569 2.9809 3.1582
H -0.5532 2.8874 1.8858
H 1.3863 0.6254 2.5433
H 1.7322 1.8852 1.3818
H -2.2264 1.8066 1.0213
H -4.6697 1.9592 0.6371
H -5.5960 1.4663 -1.5998
H -4.0888 0.8212 -3.4467
H -1.6579 0.6518 -3.0574
H 2.6445 2.0526 -1.1330
H 3.6706 4.2908 -1.2046
H 2.2467 6.3074 -1.0149
H -0.2013 6.0744 -0.7679
H -1.2352 3.8414 -0.6713
H -1.3198 -1.6264 2.7499
H -1.1533 -2.4841 5.0550
H 1.0474 -3.1283 5.9839
H 3.0848 -2.9104 4.6076
H 2.9297 -2.0346 2.3014
H -2.2559 -1.0545 0.7421
H -3.9192 -2.2472 -0.6031
H -3.1941 -3.8808 -2.3202
H -0.7914 -4.3756 -2.6163
H 0.8782 -3.2660 -1.2000
O 4.5024 -4.3860 -5.5961
C 3.9173 -3.6196 -4.6665
C 4.2990 -3.6052 -3.3265
C 3.6212 -2.7775 -2.4617
N 2.6132 -1.9832 -2.8489
C 2.2867 -2.0305 -4.1346
Br 0.8564 -0.8672 -4.5598
C 2.8730 -2.8054 -5.0983
H 5.2242 -4.9020 -5.2109
H 5.1101 -4.2223 -2.9628
H 3.8901 -2.7324 -1.4142
H 2.5604 -2.7936 -6.1320
*
```

Computed properties:
HOMO (alpha / beta) = -12.819 / -12.891 eV
LUMO level (alpha / beta) = -0.1639 / -0.3504 hartree
electronic energy = -142705.21247 eV